[1]
Computed, not measured: a single C15H15NS2 molecule, with ωB97M-V with the def2-TZVPD basis set.

Last column: Löwdin charge in e.
CARTESIAN COORDINATES (ANGSTROEM)
S: -3.068 2.330 -0.225  0.848
S: 4.354 1.255 0.373  0.762
N: -1.569 -0.026 1.275  0.018
C: -5.128 0.205 -0.741  -0.083
C: -4.776 -2.297 0.042  -0.077
C: 5.321 -0.216 1.051  -0.515
C: -2.849 -0.425 0.655  -0.184
C: 4.315 -1.428 1.465  -0.180
C: 1.690 1.131 -0.790  -0.216
C: -0.343 2.769 -1.451  -0.061
C: 1.152 2.353 -1.612  -0.027
C: -3.413 -1.892 0.709  -0.023
C: -3.766 0.598 -0.119  -0.406
C: -5.692 -1.248 -0.690  -0.072
C: 3.214 0.630 -0.954  -0.483
C: -1.250 1.970 -0.478  -0.401
C: 0.777 0.333 0.201  0.028
C: -0.710 0.751 0.364  -0.185
H: -6.682 -1.560 -1.170  0.087
H: -5.154 -3.381 0.065  0.084
H: 1.139 -0.558 0.825  0.090
H: 3.230 -1.084 1.582  0.044
H: 5.900 0.188 1.966  0.077
H: 4.680 -1.922 2.433  0.074
H: -1.061 -0.839 1.650  0.117
H: -5.719 1.037 -1.254  0.090
H: -2.821 -2.734 1.221  0.088
H: 3.161 -0.524 -0.877  0.082
H: 6.078 -0.620 0.276  0.078
H: 3.550 0.876 -2.023  0.082
H: 1.898 2.876 -2.291  0.093
H: -0.767 3.636 -2.066  0.097
H: 4.309 -2.182 0.590  0.076

Output
Energy, hartree: -1431.4004
Structure (SMILES): CCSCc1ccc2c(c1)Nc1ccccc1S2

[2]
Computed, not measured: a molecular structure, C15H16BrIIrNOS, with ωB97M-V with the def2-TZVPD basis set.

Last column: Löwdin charge in e.
CARTESIAN COORDINATES (ANGSTROEM)
Ir: -0.400 -1.269 -0.344  0.790
I: -0.268 -2.872 -2.351  1.252
Br: 1.691 -4.424 -4.574  0.814
S: -1.273 0.723 -0.421  0.778
O: 1.625 -1.140 -0.038  -0.424
N: -2.439 -1.418 -0.269  -0.235
C: -3.341 -2.393 -0.178  -0.080
C: 3.972 -1.085 -0.211  -0.127
C: 2.428 -1.863 -5.565  -0.083
C: 0.897 -1.803 -3.744  -0.659
C: 0.829 -0.421 -3.785  -0.150
C: 2.391 -0.478 -5.612  -0.026
C: 2.725 -1.438 -0.984  -0.158
C: 3.521 0.113 0.625  -0.130
C: -4.113 0.263 -0.048  -0.008
C: -5.069 -0.753 0.050  0.013
C: -2.817 -0.140 -0.208  -0.652
C: 2.146 -0.310 1.086  -0.129
C: 1.596 0.243 -4.731  -0.043
C: -4.685 -2.081 -0.020  0.002
C: 1.672 -2.544 -4.621  -0.739
H: 0.191 0.129 -3.109  0.078
H: -6.112 -0.496 0.175  0.137
H: 2.982 0.041 -6.354  0.128
H: 3.466 1.015 0.015  0.131
H: 2.172 -0.961 1.958  0.138
H: 2.639 -2.489 -1.249  0.111
H: 4.797 -0.849 -0.880  0.137
H: 1.559 1.322 -4.784  0.125
H: 3.036 -2.424 -6.262  0.122
H: 4.175 0.309 1.471  0.138
H: -2.988 -3.414 -0.224  0.127
H: -5.410 -2.878 0.049  0.132
H: -4.379 1.309 -0.002  0.136
H: 1.443 0.505 1.242  0.106
H: 2.578 -0.803 -1.862  0.115
H: 4.276 -1.913 0.430  0.134

Output
Net charge: +2
Energy, hartree: -4084.7803

[3]
Computed, not measured: a molecular structure, C15H16CoN4O6S2Se, with ωB97M-V with the def2-TZVPD basis set.

Last column: Löwdin charge in e.
CARTESIAN COORDINATES (ANGSTROEM)
Se: 2.998 5.376 -0.425  0.406
Co: 0.158 1.347 0.096  0.877
S: 3.427 0.149 -0.940  0.966
S: 2.318 -2.454 -1.879  0.941
O: 1.316 0.722 1.529  -0.138
O: -1.692 2.918 -0.939  -0.048
O: -1.351 0.104 0.367  -0.090
O: -1.240 -3.754 -1.342  0.043
O: -0.357 1.443 -1.910  -0.116
O: 2.951 0.944 3.011  0.050
N: -0.701 2.659 1.549  -0.020
N: -0.127 -1.458 -0.792  0.042
N: 1.473 2.851 -0.345  0.015
N: 0.885 -0.523 -0.715  -0.135
C: 4.119 -2.259 -1.917  -0.538
C: -3.484 -4.045 -0.743  -0.027
C: -3.586 -1.509 0.352  -0.028
C: 1.923 1.348 2.502  -0.619
C: 2.074 3.847 -0.391  -0.932
C: -1.268 2.327 -1.938  -0.513
C: 4.423 -0.787 -2.124  -0.532
C: 2.029 -0.884 -1.130  -0.867
C: -4.654 -3.582 -0.175  -0.101
C: -1.223 -1.037 -0.206  -0.398
C: -4.715 -2.305 0.378  -0.105
C: -2.391 -1.951 -0.215  -0.067
C: -0.250 2.571 2.940  -0.218
C: 1.268 2.627 3.006  -0.102
C: -2.342 -3.241 -0.774  -0.273
H: 4.499 -2.869 -2.737  0.071
H: -5.529 -4.221 -0.163  0.096
H: 4.181 -0.477 -3.141  0.076
H: -3.419 -5.034 -1.177  0.110
H: -0.685 3.376 3.541  0.111
H: -3.599 -0.511 0.769  0.112
H: -5.632 -1.940 0.820  0.092
H: -0.605 1.622 3.344  0.125
H: 1.605 2.785 4.029  0.116
H: 4.542 -2.614 -0.977  0.074
H: -1.704 2.539 -2.928  0.125
H: -1.693 2.484 1.438  0.094
H: -0.536 -3.056 -1.283  0.047
H: 5.470 -0.562 -1.920  0.076
H: 1.640 3.463 2.406  0.107
H: -0.516 3.572 1.146  0.094

Output
Net charge: -1
Energy, hartree: -5832.4017
Multiplicity: 5
<S²>: 6.01
Energy above the lowest of the compared OMol25 structures with the same formula, charge and spin, kcal per mole: 4.4

[4]
Computed, not measured: a molecular structure, C15H16N11PdSSe, with ωB97M-V with the def2-TZVPD basis set.

Last column: Löwdin charge in e.
CARTESIAN COORDINATES (ANGSTROEM)
Pd: 0.252 0.444 0.641  0.821
Se: -2.834 -1.883 -1.166  1.218
S: 2.247 2.088 0.351  0.474
N: 1.269 4.463 -0.302  0.092
N: -0.073 3.235 1.074  -0.019
N: 0.849 -1.306 -0.281  -0.015
N: -1.760 -2.815 -2.215  -0.235
N: 1.607 -0.292 -4.316  0.205
N: -0.133 -0.346 2.534  0.003
N: -0.511 0.217 -3.470  0.143
N: -0.152 1.270 -1.318  0.087
N: -1.461 -1.210 -0.221  -0.250
N: -0.344 2.055 1.598  -0.137
N: -0.323 -0.918 -5.415  0.199
C: -0.495 -2.614 -1.854  -0.398
C: 0.265 -0.324 -4.375  -0.491
C: -0.911 0.521 3.238  -0.196
C: 1.951 -1.772 -0.884  -0.069
C: 1.890 -2.655 -1.952  -0.043
C: -0.341 -1.709 -0.751  -0.515
C: -0.231 0.751 -2.360  -0.336
C: -0.785 -2.123 3.973  -0.035
C: 0.675 -3.091 -2.460  0.023
C: -0.862 1.895 2.784  -0.240
C: -1.633 0.080 4.352  0.012
C: 1.019 3.331 0.361  -0.913
C: -0.084 -1.626 2.891  -0.114
C: -1.575 -1.249 4.717  -0.032
C: -1.236 3.064 3.636  -0.006
H: 0.595 5.208 -0.279  0.106
H: -0.715 3.018 4.591  0.096
H: -0.957 3.972 3.106  0.074
H: -2.306 3.093 3.833  0.090
H: 2.150 4.593 -0.768  0.086
H: 2.812 -3.008 -2.382  0.115
H: 2.170 -0.710 -5.037  0.120
H: 0.619 -3.772 -3.294  0.126
H: 2.080 0.177 -3.563  0.120
H: -0.704 -3.165 4.242  0.112
H: -2.229 0.785 4.908  0.119
H: 0.211 -1.372 -6.133  0.119
H: -1.326 -0.998 -5.427  0.126
H: -2.132 -1.607 5.568  0.117
H: 2.893 -1.425 -0.481  0.130
H: 0.557 -2.270 2.302  0.112

Output
Net charge: +1
Energy, hartree: -4110.7979

[5]
Computed, not measured: a single C15H16N2O4S molecule, with ωB97M-V with the def2-TZVPD basis set.

Last column: Löwdin charge in e.
CARTESIAN COORDINATES (ANGSTROEM)
S: 1.667 -1.284 -2.764  1.056
O: -0.509 -3.496 0.757  -0.013
O: 2.243 3.533 -2.639  0.082
O: 1.133 1.855 0.317  -0.050
O: -0.616 -1.689 2.083  0.120
N: 0.011 0.094 -1.361  0.136
N: 1.526 1.427 -2.619  0.115
C: 1.652 -3.993 1.765  -0.058
C: -1.406 -1.551 -0.198  -0.010
C: 0.999 0.243 -2.160  -0.585
C: -0.172 2.265 0.391  -0.280
C: 0.152 -4.244 1.783  -0.209
C: -2.064 3.599 -0.235  -0.080
C: -2.294 1.935 1.467  -0.085
C: -0.727 3.269 -0.391  -0.017
C: 0.486 -2.098 -1.814  -0.354
C: -0.808 -2.224 1.027  -0.489
C: -2.851 2.939 0.690  -0.101
C: 1.896 2.581 -1.978  -0.454
C: 2.022 2.604 -0.458  -0.105
C: -0.292 -1.209 -1.138  -0.355
C: -0.963 1.599 1.326  -0.025
H: 2.065 -4.239 0.789  0.076
H: -2.103 -2.241 -0.674  0.133
H: 1.688 1.474 -3.620  0.154
H: 3.014 2.190 -0.235  0.149
H: -0.138 3.793 -1.128  0.107
H: 1.856 -2.947 1.981  0.078
H: 2.022 3.663 -0.160  0.144
H: -2.488 4.381 -0.848  0.104
H: -1.904 -0.630 0.100  0.115
H: -0.519 0.815 1.918  0.107
H: 0.427 -3.167 -1.810  0.072
H: -0.269 -3.961 2.753  0.121
H: -2.899 1.410 2.192  0.107
H: -3.892 3.202 0.803  0.097
H: 2.134 -4.609 2.519  0.078
H: -0.078 -5.289 1.566  0.123

Output
Energy, hartree: -1389.8699
Energy above the lowest of the compared OMol25 structures with the same formula, charge and spin, kcal per mole: 25.1
Structure (SMILES): CCOC(=O)Cc1csc(NC(=O)COc2ccccc2)n1

[6]
Computed, not measured: a single C15H16N4O4S molecule, with ωB97M-V with the def2-TZVPD basis set.

Last column: Löwdin charge in e.
CARTESIAN COORDINATES (ANGSTROEM)
S: -2.597 1.456 -0.017  0.677
O: -3.404 1.491 1.166  -0.278
O: -2.769 2.457 -1.022  -0.263
O: 2.171 2.448 -2.033  0.096
O: 3.620 2.248 -0.463  0.080
N: -2.883 -0.010 -0.741  -0.233
N: -0.635 -1.341 -0.449  -0.082
N: 1.487 -0.946 -1.215  0.121
N: 2.486 2.231 -0.887  -0.362
C: 1.247 -1.587 1.075  -0.021
C: -2.208 -0.270 -1.993  -0.152
C: 3.414 -1.098 0.180  -0.077
C: 2.610 -1.475 1.248  -0.077
C: -0.869 1.531 0.510  -0.235
C: 2.792 -0.860 -1.031  -0.152
C: -0.574 1.335 1.848  -0.054
C: -1.613 -1.672 0.561  -0.130
C: 1.748 1.721 1.391  0.007
C: 0.705 -1.298 -0.190  -0.298
C: 0.737 1.431 2.290  -0.043
C: 1.430 1.927 0.054  -0.145
C: 0.119 1.845 -0.399  0.026
C: -2.997 -1.159 0.116  -0.158
C: -1.117 -1.340 -1.811  -0.117
H: -3.590 -0.858 0.979  0.117
H: -0.264 -1.147 -2.460  0.113
H: 3.048 -1.694 2.211  0.110
H: -3.542 -1.932 -0.434  0.131
H: 4.482 -1.003 0.283  0.102
H: -1.529 -2.331 -2.045  0.127
H: -1.332 -1.182 1.496  0.101
H: -1.388 1.136 2.528  0.117
H: -0.108 2.039 -1.434  0.127
H: -2.947 -0.610 -2.728  0.129
H: 3.357 -0.579 -1.910  0.115
H: -1.803 0.679 -2.339  0.105
H: -1.657 -2.758 0.737  0.133
H: 2.778 1.798 1.703  0.125
H: 0.970 1.284 3.333  0.116
H: 0.623 -1.907 1.892  0.102

Output
Energy, hartree: -1499.2710
Energy above the lowest of the compared OMol25 structures with the same formula, charge and spin, kcal per mole: 105.0
Structure (SMILES): O=[N+]([O-])c1cccc(S(=O)(=O)N2CCN(c3ccccn3)CC2)c1